(1)
Density functional theory data (ωB97M-V/def2-TZVPD) for 2 unconnected molecules or ions with the total composition C4H4Cl3N3.

Calculated values
LUMO energy   0.1 eV
Relative energy (zero: lowest compared OMol25 entry of this formula, charge and spin)   8.7 kcal/mol
Structure (SMILES)   C=NC(Cl)=C=N.N=C(Cl)Cl
HOMO level   -8.41 eV
Orbital gap   8.5 eV

```
! wB97M-V def2-TZVPD RIJCOSX def2/J DEFGRID3
* xyz 0 1
C -1.325 1.013 -0.674
N -0.356 1.602 -0.080
C 0.941 1.356 -0.248
Cl 1.981 2.430 0.609
C 1.432 0.755 -1.323
N 1.901 0.249 -2.294
H -2.346 1.100 -0.275
H -1.034 0.282 -1.498
H 1.943 -0.742 -2.436
N 1.216 -0.640 1.597
C 1.952 -1.136 0.742
Cl 3.637 -0.838 0.193
Cl 1.083 -2.311 -0.279
H 1.490 0.178 2.132
*
```

=====

(2)
Density functional theory data (ωB97M-V/def2-TZVPD) for a molecular structure, C4H4Cl4F18NO4P2S2V.

Calculated values
LUMO energy (spin up / spin down)   2.1 / 2.1 eV
Relative energy (zero: lowest compared OMol25 entry of this formula, charge and spin)   0.0 kcal/mol
HOMO level (spin up / spin down)   -6.90 / -8.80 eV
⟨S²⟩   3.75
Orbital gap (spin up / spin down)   8.9 / 10.9 eV

```
! wB97M-V def2-TZVPD RIJCOSX def2/J DEFGRID3
* xyz -1 4
V -0.219 0.631 0.196
P -1.201 3.635 -0.467
F -2.165 3.604 0.817
F -1.689 2.092 -0.843
F -2.376 4.217 -1.334
F -0.161 3.614 -1.667
F -0.675 5.067 -0.016
F -0.060 2.832 0.498
P -1.048 0.876 3.301
F -2.435 1.091 4.052
F -1.815 1.111 1.839
F -0.714 2.430 3.432
F 0.349 0.763 2.345
F -0.252 0.532 4.634
F -1.272 -0.709 3.080
C -2.348 -2.894 0.656
F -3.099 -3.788 0.003
F -3.120 -2.007 1.278
F -1.561 -3.506 1.534
S -1.346 -1.958 -0.619
O -1.122 -2.768 -1.751
O -2.040 -0.719 -0.835
N 0.016 -1.448 0.234
S 1.192 -2.564 0.001
O 0.713 -3.906 -0.009
O 2.102 -2.180 -1.034
C 2.055 -2.459 1.623
F 2.573 -1.247 1.839
F 1.196 -2.743 2.592
F 3.047 -3.355 1.634
C 0.279 -0.483 -4.123
Cl 0.379 0.415 -2.610
Cl -1.361 -0.554 -4.736
H 0.910 0.020 -4.841
H 0.599 -1.497 -3.920
C 3.443 1.486 -1.415
Cl 2.423 0.968 -0.082
Cl 3.026 3.098 -2.008
H 4.460 1.520 -1.050
H 3.320 0.784 -2.229
*
```

=====

(3)
Density functional theory data (ωB97M-V/def2-TZVPD) for 2 unconnected molecules or ions with the total composition C4H4ClF3.

Calculated values
LUMO energy   -0.3 eV
Relative energy (zero: lowest compared OMol25 entry of this formula, charge and spin)   98.7 kcal/mol
HOMO level   -10.96 eV
Orbital gap   10.6 eV

```
! wB97M-V def2-TZVPD RIJCOSX def2/J DEFGRID3
* xyz 0 1
C -2.416 -0.342 -1.699
C -2.580 -0.921 -0.547
C 1.389 -0.555 0.823
C 1.218 0.953 0.714
F 0.921 -0.859 2.087
F 2.061 1.550 1.565
F 1.432 1.431 -0.533
Cl -0.544 1.346 0.970
H -2.140 0.538 -2.136
H -2.551 -1.180 -2.481
H 0.802 -1.143 0.157
H 2.407 -0.819 1.080
*
```

=====

(4)
Density functional theory data (ωB97M-V/def2-TZVPD) for a single C4H4ClFOS molecule.

Calculated values
LUMO energy   0.2 eV
Relative energy (zero: lowest compared OMol25 entry of this formula, charge and spin)   38.2 kcal/mol
Structure (SMILES)   FC/C(=C/Cl)OC=S
HOMO level   -9.35 eV
Orbital gap   9.5 eV

```
! wB97M-V def2-TZVPD RIJCOSX def2/J DEFGRID3
* xyz 0 1
F -1.280 0.813 2.452
C -0.495 1.346 1.421
C 0.204 0.190 0.692
C 1.487 0.201 0.463
Cl 2.316 -0.996 -0.451
O -0.584 -0.910 0.276
C -1.212 -0.790 -0.900
S -1.420 0.503 -1.809
H -1.182 1.863 0.787
H 0.251 2.059 1.860
H 2.206 0.974 0.818
H -1.659 -1.710 -1.168
*
```